# 1
C6H10N2O2 as an isolated structure in a non-equilibrium geometry, computed with wB97M-V/def2-TZVPD.

The geometry in XYZ format:
```
20
Properties=species:S:1:pos:R:3:mulliken_charge:R:1
H -1.8382 -1.0786 0.9253 0.289
O -0.9946 1.1646 -1.3725 -0.613
H -2.2429 1.9757 0.9574 0.358
H 1.1307 0.1918 -2.0303 0.199
H 2.7166 -2.1462 0.9987 0.448
H 2.6845 -1.5438 -1.7756 0.516
C 1.2534 -0.6091 1.0557 0.583
H -1.2639 -1.2834 -0.9232 0.314
H -2.9032 -0.4592 -0.3618 0.375
N 0.8637 0.3034 0.0606 -0.229
C 2.1974 -1.4812 0.3792 -0.778
C -1.2230 1.5672 0.9608 -1.225
C -1.7866 -0.6499 -0.1265 -1.265
H -0.2915 1.9013 -1.4596 0.411
C -1.0392 0.6641 -0.1199 1.111
H -0.6840 2.5350 0.8336 0.308
N 1.3278 -0.1870 -1.1097 -0.058
O 0.9080 -0.5577 2.2402 -0.689
C 2.1541 -1.2525 -0.9657 -0.404
H -0.9691 0.9455 1.8333 0.350
```

Output
Multiplicity: 1
Frontier orbital gap, eV: 8.08
M, g/mol: 142.2
Calculated total energy, Ha: -494.5242
ΔE to the lowest compared entry with this formula, charge and spin, kJ/mol: 313.9

# 2
C9H11CoNO5 as an isolated structure in a non-equilibrium geometry, computed with wB97M-V/def2-TZVPD.

The geometry in XYZ format:
```
27
Properties=species:S:1:pos:R:3:mulliken_charge:R:1
C 1.6119 -1.9223 -0.1300 0.347
N -1.4298 1.3800 2.1935 0.155
H -2.3349 1.7767 4.0092 0.257
C 1.4303 -2.3107 -3.0938 -0.417
O -0.7913 0.9629 -2.6420 -0.248
O 1.9055 -2.4854 0.8427 -0.259
C -1.5873 2.7763 1.8389 -0.632
H 0.6696 -2.2110 -3.8826 0.316
Co 1.0318 -1.0060 -1.5001 0.391
C -1.8886 0.9219 3.4972 -0.606
H -2.0814 3.2730 2.6769 0.339
O -1.4894 -2.2771 -0.8014 -0.234
O 2.2548 1.3208 -0.2056 -0.191
C 1.7341 0.4224 -0.7003 0.211
H -2.6346 0.1231 3.3900 0.375
H -1.0530 0.5292 4.0923 0.374
O -0.4448 1.0165 0.2016 -0.409
C -0.8363 0.5711 1.2983 0.003
C -0.0567 0.1815 -2.1963 0.523
C 2.4797 -1.3699 -3.0056 -0.361
H -2.1944 2.8742 0.9291 0.332
H -0.7320 -0.4841 1.6125 0.461
H 3.4366 -1.6440 -2.5416 0.301
H -0.6090 3.2379 1.6489 0.328
H 2.5251 -0.5304 -3.7121 0.302
C -0.4830 -1.7916 -1.1043 0.027
H 1.5670 -3.3347 -2.7155 0.315
```

Output
Multiplicity: 4
Charge: +2
Frontier orbital gap (alpha / beta), eV: 6.90 / 5.51
M, g/mol: 272.1
Calculated total energy, Ha: -2162.4165
ΔE to the lowest compared entry with this formula, charge and spin, kJ/mol: 88.5

# 3
One molecule with the formula C17H19ClN2O3S2 in a non-equilibrium geometry, computed with wB97M-V/def2-TZVPD.

The geometry in XYZ format:
```
44
Properties=species:S:1:pos:R:3:mulliken_charge:R:1
H 6.7472 -0.0893 -0.2306 0.335
C 2.4800 -0.6038 1.9160 -0.953
C 5.2822 -1.6602 -0.2710 0.788
N -1.7769 -0.4491 2.4435 -0.370
C -3.4651 0.5492 0.9319 -0.581
H -1.3127 0.6663 0.7978 -0.121
C -2.9854 1.1701 -1.7708 -1.561
H 7.3103 -1.6186 -0.9254 0.358
N 4.4656 -1.1303 0.6973 -0.155
C 1.1307 -0.7601 2.1645 -0.435
H -2.0092 1.5928 2.1420 0.441
C 0.3987 -1.6431 1.3951 -0.016
O -1.5359 -2.9184 2.6639 -0.750
C 3.1046 -1.3377 0.9040 1.059
H 7.1155 -1.4591 0.8282 0.332
S -3.7760 1.8736 -0.2700 -0.045
H 0.4020 -3.0659 -0.1822 0.420
H 3.0591 0.0902 2.5085 0.328
C -0.6392 0.3085 -1.5929 -0.379
C 0.7321 0.4939 -1.6095 -0.419
H -2.4718 -0.6240 3.1542 0.319
S -1.3427 -1.8858 1.6911 1.326
O -1.9945 -2.0306 0.4153 -0.610
H 2.8356 -2.8109 -0.6297 0.494
H 0.8073 3.8247 -2.1830 0.429
C -1.5090 1.3764 -1.7945 0.408
H 2.3265 1.9062 -1.8335 0.407
C 1.0032 -2.3843 0.3979 -0.765
H -3.2385 0.1118 -1.8003 0.481
C -2.0845 0.6621 1.5708 -0.231
H -3.5651 -0.4087 0.4227 0.261
C 2.3555 -2.2394 0.1471 -0.640
H -1.0492 -0.6756 -1.4150 0.347
H -4.2462 0.6443 1.6876 0.372
Cl -1.9961 3.9997 -2.2625 -0.212
H -3.4673 1.6926 -2.5974 0.553
C -0.9592 2.6404 -2.0056 0.577
C 1.2574 1.7577 -1.8182 -0.677
H 4.8957 -0.4860 1.3470 0.203
H 0.6380 -0.2013 2.9430 0.513
O 4.9122 -2.4213 -1.1303 -0.596
C 0.4122 2.8351 -2.0154 -0.523
H 1.3890 -0.3492 -1.4629 0.609
C 6.7083 -1.1729 -0.1392 -1.324
```

Output
Multiplicity: 1
SMILES: CC(=O)Nc1ccc(S(=O)(=O)NCCSCc2ccccc2Cl)cc1
Frontier orbital gap, eV: 8.92
M, g/mol: 398.9
Calculated total energy, Ha: -2251.0325
ΔE to the lowest compared entry with this formula, charge and spin, kJ/mol: 5.9

# 4
A 4-piece molecular cluster, C2H12O3S2 overall in a non-equilibrium geometry, computed with wB97M-V/def2-TZVPD.

The geometry in XYZ format:
```
19
Properties=species:S:1:pos:R:3:mulliken_charge:R:1
C -1.3426 0.8266 -0.4748 -0.340
O 2.1353 -2.2499 2.4523 -0.658
S -0.5746 -0.0543 -3.1805 0.104
S -0.5426 1.5533 -1.9201 0.223
H 2.2041 -1.2894 2.5802 0.321
H -1.8565 2.5471 0.6414 0.388
H -1.9195 0.0293 -0.9667 0.402
H 1.5285 -2.4319 3.1741 0.336
O 0.6457 -3.2588 -0.0568 -0.627
H 2.8619 0.9695 -0.3776 0.332
H 1.7466 2.0920 -0.2404 0.273
H -3.2693 1.6628 -0.4061 0.350
C -2.3936 1.6913 0.2461 -1.127
O 2.3200 1.4675 0.2251 -0.584
H -0.7121 0.3532 0.2925 0.365
H 0.4969 0.4291 -3.8326 0.273
H -2.8313 1.1382 1.0924 0.339
H 1.2803 -3.1023 0.6773 0.372
H 0.2229 -2.3733 0.0743 0.259
```

Output
Multiplicity: 2
Charge: +1
Frontier orbital gap (alpha / beta), eV: 8.50 / 5.43
M, g/mol: 148.2
Calculated total energy, Ha: -1105.1398
ΔE to the lowest compared entry with this formula, charge and spin, kJ/mol: 159.3

# 5
C3H3LaLiO3 as an isolated structure in a non-equilibrium geometry, computed with wB97M-V/def2-TZVPD.

The geometry in XYZ format:
```
11
Properties=species:S:1:pos:R:3:mulliken_charge:R:1
H 0.9577 1.6475 -1.5781 0.419
O -1.9370 -0.7084 0.1154 -0.836
C 0.7761 1.2177 -0.5932 0.095
La -1.5408 -2.9088 1.8004 2.663
C 1.7481 0.4167 0.1083 -0.217
C -0.8205 -0.1877 0.3079 1.161
O 0.1488 -0.8453 0.7849 -0.697
Li -3.3092 -0.1340 -1.1940 0.955
H 1.9959 0.6482 1.1464 0.341
H 2.4921 -0.0818 -0.5186 0.355
O -0.5112 0.9360 -0.3794 -0.238
```

Output
Multiplicity: 2
Charge: +4
Frontier orbital gap (alpha / beta), eV: 5.18 / 9.11
M, g/mol: 232.9
Calculated total energy, Ha: -379.0621
ΔE to the lowest compared entry with this formula, charge and spin, kJ/mol: 54.4

# 6
One molecule with the formula C3H13N2P3 in a non-equilibrium geometry, computed with wB97M-V/def2-TZVPD.

The geometry in XYZ format:
```
21
Properties=species:S:1:pos:R:3:mulliken_charge:R:1
H -0.0606 0.6862 -3.5147 0.035
C 0.1962 0.1787 -0.9680 0.293
P 0.8179 -1.4854 -1.4626 -0.077
N 0.0542 -1.2209 2.0199 -0.922
H 0.6624 -1.9083 1.6247 0.253
H -0.8981 -1.6360 2.0815 0.246
H -0.3364 1.9944 1.9678 0.332
H -1.4055 -0.8800 0.1566 0.324
H 0.2673 0.6405 3.2022 0.397
H 2.1576 -0.2139 -0.3500 0.051
H 1.5029 -0.8495 -2.4769 0.084
H -1.5958 0.8531 0.1723 0.514
H 2.1550 1.2603 -1.5594 0.052
C -0.8285 0.1557 0.2147 -1.218
P -0.6656 1.1666 -2.4051 -0.055
H -1.6940 0.2444 -2.6535 0.033
C -0.3583 0.9857 2.4069 -1.048
H -0.2340 -1.7840 -2.2700 0.033
H -1.3737 0.7448 2.6282 0.336
N -0.0114 0.0319 1.4313 0.452
P 1.6485 1.0359 -0.2458 -0.117
```

Output
Multiplicity: 1
SMILES: CN(N)CC(P)(P)P
Frontier orbital gap, eV: 9.52
M, g/mol: 170.1
Calculated total energy, Ha: -1255.5035
ΔE to the lowest compared entry with this formula, charge and spin, kJ/mol: 27.5